(1)
Entry from the Open Molecules 2025 dataset: 6 unconnected molecules or ions with the total composition C23H51NO19S5 in a non-equilibrium geometry (wB97M-V/def2-TZVPD).

Each line ends with the Löwdin charge.
Geometry (Å):
C 2.8141 -1.2800 0.2845  -0.05
C 1.9677 -0.7719 -0.9201  -0.20
O 0.6181 -0.4268 -0.5508  0.01
C 0.4958 0.8178 -0.1032  -0.15
C -0.4307 1.2547 0.7547  -0.02
C -1.5321 0.4409 1.4114  -0.14
N -2.1234 -0.5451 0.4736  -0.09
C -3.5861 -0.3465 0.3604  -0.14
C -0.2944 2.7428 0.9979  -0.40
O -1.0013 3.4545 1.5824  0.21
O 0.8540 3.1215 0.3257  0.11
C 1.2931 2.0683 -0.4579  -0.36
O 2.1274 2.2828 -1.2503  0.18
H 2.7045 -0.6465 1.1747  0.08
H 2.5479 -2.3305 0.4698  0.08
H 3.8609 -1.2595 -0.0657  0.09
H 2.4968 0.0032 -1.4900  0.11
H 1.8796 -1.6368 -1.5993  0.13
H -1.1320 -0.1011 2.2918  0.13
H -2.3307 1.0903 1.8160  0.12
H -1.7900 -0.3362 -0.4650  0.09
H -4.1502 -0.8014 1.1847  0.08
H -3.8869 -0.8555 -0.5711  0.06
H -3.8467 0.7216 0.2008  0.09
O -3.8615 -3.2925 0.1818  -0.27
S -3.4117 -4.5570 -0.3097  0.58
O -4.2262 -5.3541 -1.1792  -0.28
O -2.9301 -5.4576 0.9199  -0.26
C -3.8477 -5.6698 2.0044  -0.26
C -4.9134 -6.6918 1.6566  -0.07
C -1.8259 -4.3437 -1.0533  -0.10
H -4.2935 -4.7228 2.3157  0.12
H -3.2531 -6.0364 2.8405  0.12
H -5.5805 -6.3164 0.8803  0.07
H -5.5155 -6.9287 2.5347  0.08
H -4.4589 -7.6081 1.2781  0.08
H -1.1943 -3.7762 -0.3731  0.08
H -1.9652 -3.7946 -1.9813  0.06
H -1.4001 -5.3236 -1.2586  0.08
O 4.1320 7.0909 4.3106  -0.27
S 4.3488 5.7163 4.6445  0.57
O 5.5357 5.0291 4.2359  -0.28
O 3.0744 4.8659 4.1901  -0.26
C 2.6407 4.9685 2.8220  -0.24
C 3.5233 4.1712 1.8822  -0.07
C 4.1430 5.5039 6.3836  -0.12
H 2.5848 6.0157 2.5184  0.12
H 1.6265 4.5706 2.7922  0.11
H 4.5244 4.5993 1.8226  0.07
H 3.1000 4.1612 0.8786  0.07
H 3.6318 3.1432 2.2335  0.09
H 3.2190 5.9878 6.6903  0.07
H 4.9947 5.9706 6.8745  0.08
H 4.1194 4.4400 6.6069  0.07
O -2.3210 3.2223 -3.7405  -0.28
S -1.7700 4.0640 -4.7600  0.57
O -1.1383 3.5128 -5.9188  -0.27
O -0.7811 5.1199 -4.0808  -0.26
C 0.2767 4.6198 -3.2446  -0.25
C 1.4255 4.0504 -4.0537  -0.07
C -2.9961 5.2204 -5.2807  -0.12
H -0.1137 3.8832 -2.5393  0.10
H 0.6315 5.4680 -2.6601  0.13
H 1.1246 3.1455 -4.5825  0.07
H 2.2615 3.7983 -3.4015  0.07
H 1.7618 4.7668 -4.8047  0.09
H -3.4485 5.6735 -4.4019  0.07
H -3.7440 4.6722 -5.8502  0.07
H -2.5248 5.9724 -5.9089  0.08
O -3.2145 -1.0531 -3.3832  -0.28
S -3.7716 -1.8850 -4.4095  0.58
O -3.0357 -2.1949 -5.5970  -0.27
O -5.2010 -1.3023 -4.8248  -0.26
C -5.2778 0.0776 -5.2192  -0.25
C -4.7621 0.2961 -6.6288  -0.07
C -4.3375 -3.3876 -3.6830  -0.12
H -4.7478 0.7084 -4.5019  0.11
H -6.3318 0.3506 -5.1721  0.12
H -3.6889 0.1148 -6.6878  0.07
H -4.9500 1.3220 -6.9489  0.08
H -5.2458 -0.3893 -7.3262  0.08
H -4.9310 -3.1496 -2.8035  0.07
H -3.4612 -3.9627 -3.4012  0.05
H -4.9250 -3.9390 -4.4130  0.08
O 3.4675 -2.7646 5.2683  -0.27
S 4.6563 -2.4678 4.5282  0.57
O 4.6318 -2.3342 3.1035  -0.28
O 5.7944 -3.5160 4.9321  -0.26
C 5.4951 -4.9168 4.8223  -0.26
C 5.5440 -5.3980 3.3847  -0.07
C 5.4234 -1.0365 5.2161  -0.12
H 4.5285 -5.1360 5.2807  0.12
H 6.2538 -5.4382 5.4049  0.12
H 4.7392 -4.9587 2.7950  0.07
H 5.4414 -6.4831 3.3421  0.08
H 6.4850 -5.1100 2.9143  0.09
H 5.4829 -1.1537 6.2953  0.07
H 4.8043 -0.1781 4.9629  0.08
H 6.4134 -0.9250 4.7802  0.08

Properties
charge: 0
highest occupied orbital energy: -8.877 eV
multiplicity: 1


(2)
Entry from the Open Molecules 2025 dataset: 6 unconnected molecules or ions with the total composition C23H52Cl10N4O2P (wB97M-V/def2-TZVPD).

Each line ends with the Löwdin charge.
Geometry (Å):
C -2.5148 -0.3318 3.1332  -0.14
P -1.8063 0.3013 1.5918  1.01
C -2.0221 2.1065 1.5514  -0.26
C -2.5982 2.6614 0.2419  -0.25
C -2.5476 4.1901 0.2333  -0.18
C -3.0210 4.7599 -1.1018  -0.27
O -3.6347 6.0154 -0.8582  -0.06
C -2.7322 -0.4384 0.2475  -0.28
C -2.7855 -1.9773 0.2239  -0.22
C -4.0927 -2.4365 -0.4323  -0.18
C -5.2649 -2.6689 0.5410  -0.23
N -6.4878 -2.0821 -0.0013  0.01
C -6.8670 -0.7975 0.4890  -0.55
N -7.1379 0.1179 -0.3399  0.14
N -7.0038 -0.7074 1.8899  0.11
C -0.0192 -0.0400 1.5747  -0.20
C 0.5014 -1.0071 0.5151  -0.44
O 0.0820 -0.5133 -0.7464  -0.04
C 2.0219 -1.0925 0.5534  -0.24
N 2.4346 -2.1782 -0.3377  0.00
H -3.3127 -1.0366 2.8953  0.04
H -1.7656 -0.8620 3.7198  0.06
H -2.9289 0.4880 3.7191  0.06
H -2.6855 2.3624 2.3826  0.10
H -1.0488 2.5582 1.7593  0.10
H -3.6400 2.3455 0.1361  0.12
H -2.0412 2.2752 -0.6183  0.12
H -1.5205 4.5087 0.4312  0.12
H -3.1977 4.5906 1.0151  0.12
H -2.1676 4.8794 -1.7798  0.12
H -3.7227 4.0647 -1.5794  0.12
H -4.2670 6.2069 -1.5618  0.09
H -2.3505 -0.0534 -0.6967  0.10
H -3.7529 -0.0452 0.3667  0.10
H -1.9397 -2.3559 -0.3521  0.10
H -2.7004 -2.3959 1.2328  0.10
H -4.4145 -1.6690 -1.1417  0.12
H -3.9374 -3.3454 -1.0121  0.06
H -5.4249 -3.7398 0.6585  0.06
H -5.0055 -2.2818 1.5409  0.09
H -7.2761 -2.7064 0.1335  0.08
H -7.4336 0.9720 0.1322  0.04
H -7.2781 0.2205 2.1874  0.08
H -6.2055 -1.0159 2.4260  0.06
H 0.2329 -0.4291 2.5653  0.10
H 0.4995 0.9174 1.4705  0.11
H 0.1191 -2.0222 0.6828  0.14
H 0.0623 -1.2487 -1.3755  0.11
H 2.4197 -0.1514 0.1643  0.13
H 2.3882 -1.2032 1.5824  0.11
H 3.3707 -1.9823 -0.6696  -0.06
H 2.5160 -3.0409 0.1903  0.08
Cl -7.6349 -5.4601 0.6393  0.58
C -7.3320 -6.8215 -0.4789  -0.63
C -5.8619 -7.1190 -0.6220  -0.64
Cl -4.9974 -5.8286 -1.5057  0.58
H -7.7857 -6.5716 -1.4338  0.07
H -7.8372 -7.6877 -0.0565  0.08
H -5.7254 -8.0351 -1.1929  0.08
H -5.3875 -7.2301 0.3493  0.07
Cl 5.7345 -1.4156 -0.3601  0.58
C 7.1007 -1.1706 0.7671  -0.64
C 6.6821 -1.3611 2.2014  -0.63
Cl 5.5426 -0.0872 2.7358  0.55
H 7.4697 -0.1628 0.6053  -0.01
H 7.8697 -1.8944 0.5057  0.08
H 7.5549 -1.2986 2.8481  0.08
H 6.1891 -2.3174 2.3543  0.07
Cl 6.0510 3.6009 -0.9744  0.55
C 5.9128 3.0252 0.7029  -0.67
C 7.1791 3.2483 1.4899  -0.64
Cl 8.5073 2.2008 0.9168  0.57
H 5.6496 1.9706 0.6727  0.02
H 5.1007 3.5856 1.1653  0.06
H 7.0051 2.9940 2.5339  0.07
H 7.5204 4.2775 1.4203  0.07
Cl 6.3523 7.7875 -0.4357  0.53
C 5.1311 7.5242 -1.7065  -0.67
C 3.7275 7.5711 -1.1577  -0.65
Cl 3.4009 6.1807 -0.0877  0.51
H 5.3406 6.5625 -2.1679  0.05
H 5.2592 8.3136 -2.4449  0.07
H 3.0103 7.5231 -1.9747  0.07
H 3.5560 8.4760 -0.5812  0.07
Cl 3.8723 -3.3779 -2.9295  0.55
C 4.9190 -4.1626 -4.1443  -0.65
C 6.1285 -3.3223 -4.4668  -0.66
Cl 5.6911 -1.8244 -5.3263  0.54
H 4.3132 -4.3414 -5.0284  0.07
H 5.2359 -5.1167 -3.7274  0.07
H 6.7982 -3.8832 -5.1161  0.07
H 6.6610 -3.0379 -3.5626  0.06

Properties
charge: +1
highest occupied orbital energy: -11.523 eV
multiplicity: 1


(3)
Entry from the Open Molecules 2025 dataset: a molecular structure, C23H52N2O2P3Sc in a non-equilibrium geometry (wB97M-V/def2-TZVPD).

Each line ends with the Löwdin charge.
Geometry (Å):
C -5.2861 1.0731 -1.7965  -0.09
C -4.0277 0.6134 -1.4918  -0.36
N -3.2339 1.2258 -0.5625  -0.06
C -3.7069 2.3392 0.0495  -0.38
C -4.9723 2.8293 -0.2141  -0.08
C -5.7525 2.2189 -1.1888  -0.15
C -3.5653 -0.6252 -2.2035  -0.30
P -1.9953 -1.4443 -1.6048  0.78
Sc -1.3778 0.2751 0.2145  0.17
P -1.0632 2.7269 1.1117  0.81
C -2.8766 3.0887 1.0598  -0.31
O -1.9859 1.4191 -5.5204  -0.07
O -0.8693 3.9203 -2.7459  -0.07
H -5.8420 0.4990 -2.5482  0.11
H -5.2735 3.7450 0.2833  0.10
H -6.7486 2.5885 -1.4168  0.08
C -2.8773 -2.9006 -0.9359  -0.29
C -1.2284 -2.0002 -3.1577  -0.27
H -2.9454 4.1610 0.8332  0.08
H -3.2806 2.9634 2.0775  0.09
H -3.4558 -0.4231 -3.2328  0.05
H -4.3468 -1.4067 -2.1307  0.09
C -0.6765 3.2679 2.8305  -0.28
C -0.4587 4.1431 0.1370  -0.28
H -0.1860 3.5767 -3.3502  0.06
H -1.5199 4.3392 -3.3347  0.06
H -1.8857 0.7081 -4.8889  -0.01
H -2.9503 1.6244 -5.4489  0.06
H -2.3217 -0.4664 1.6078  -0.11
H 0.8143 0.1989 -0.2804  -0.05
H -3.2190 -3.4970 -1.7949  0.04
H -2.2336 -3.5048 -0.2806  0.03
H -3.7474 -2.5434 -0.3622  0.05
H -1.7409 -2.8971 -3.5335  0.05
H -1.2732 -1.1995 -3.9146  0.03
H -0.1700 -2.2440 -2.9763  0.02
H -0.7987 5.0889 0.5885  0.05
H 0.6414 4.1378 0.1219  0.04
H -0.8103 4.0793 -0.9090  0.00
H -0.8654 4.3462 2.9603  0.04
H -1.3076 2.7102 3.5393  0.05
H 0.3802 3.0598 3.0623  0.02
C 2.9897 0.8196 -0.9868  -0.07
C 3.1360 0.2977 0.4698  -0.58
C 4.5928 -0.1664 0.6951  -0.08
C 2.8370 1.4912 1.3952  -0.09
P 1.9408 -1.1017 0.8397  1.00
N 0.4965 -0.5428 0.3328  -0.27
C 2.3982 -2.6205 -0.1463  -0.59
C 3.4985 -3.3899 0.6154  -0.08
C 1.1566 -3.5148 -0.3354  -0.08
C 2.9071 -2.2785 -1.5639  -0.08
C 1.6482 -1.4153 2.6346  -0.60
C 0.7986 -0.2911 3.2518  -0.09
C 0.8459 -2.7230 2.7733  -0.08
C 2.9977 -1.5066 3.3778  -0.08
H 3.5046 1.7882 -1.0472  0.09
H 1.9461 1.0216 -1.3034  0.08
H 3.4455 0.1592 -1.7302  0.06
H 5.2535 0.7086 0.5824  0.10
H 4.7601 -0.5590 1.7079  0.07
H 4.9315 -0.9172 -0.0332  0.07
H 1.8009 1.8526 1.2881  0.06
H 3.0507 1.2898 2.4508  0.07
H 3.4929 2.3219 1.0956  0.09
H 3.1450 -3.8052 1.5657  0.06
H 3.8339 -4.2325 -0.0072  0.10
H 4.3801 -2.7684 0.8145  0.06
H 0.3224 -2.9448 -0.7674  0.04
H 1.4036 -4.3294 -1.0363  0.10
H 0.8178 -3.9792 0.5948  0.06
H 2.1849 -1.6626 -2.1206  0.08
H 3.8886 -1.7879 -1.5615  0.06
H 3.0286 -3.2233 -2.1220  0.10
H -0.2002 -0.2329 2.7983  0.02
H 0.6609 -0.5338 4.3144  0.10
H 1.2679 0.6956 3.1972  0.05
H 1.4303 -3.6162 2.5194  0.06
H 0.5526 -2.8134 3.8295  0.10
H -0.0801 -2.6934 2.1782  0.09
H 3.6748 -2.2607 2.9524  0.06
H 3.5222 -0.5410 3.4220  0.07
H 2.7776 -1.8091 4.4119  0.09

Properties
energy relative to the best compared isomer or geometry (same formula, charge and spin): 5.8 kcal per mole
charge: 0
highest occupied orbital energy (alpha / beta): -3.121 / -3.713 eV
multiplicity: 1